1.
The following is a DFT calculation (ωB97M-V/def2-TZVPD) of a structure of composition C73H85Br2N5O4P3S2SiTl in a non-equilibrium geometry.

For the HOMO energy, the calculation gives -6.6 eV.

```
! RIJCOSX wB97M-V def2-TZVPD def2/J DEFGRID3
* xyz 0 1
Tl -0.483 -0.240 0.250
C 5.186 -6.248 -2.059
S 3.691 -7.285 -2.043
C 2.710 -6.522 -3.384
C 1.679 -5.528 -2.882
C 2.323 -4.387 -2.097
N 1.327 -3.448 -1.624
P 0.831 -3.278 0.036
C 1.300 -4.925 0.732
C 0.609 -6.100 0.451
C 0.954 -7.283 1.078
C 1.994 -7.313 1.993
C 2.677 -6.147 2.295
C 2.316 -4.961 1.680
C -0.963 -3.651 -0.105
C -1.682 -3.612 1.085
C -3.020 -3.959 1.105
C -3.652 -4.332 -0.070
C -2.951 -4.336 -1.264
C -1.611 -3.992 -1.282
P 0.899 -1.975 -2.414
C 1.197 -2.415 -4.187
C 0.097 -2.746 -4.972
C 0.250 -3.039 -6.316
C 1.507 -3.012 -6.896
C 2.607 -2.666 -6.127
C 2.452 -2.358 -4.787
C 2.322 -0.826 -2.245
C 3.542 -1.101 -1.741
C 4.539 -0.053 -1.535
C 4.214 1.328 -2.131
C 2.951 1.446 -2.851
C 2.034 0.469 -2.814
H 5.966 -6.823 -1.571
H 5.021 -5.320 -1.520
H 5.465 -6.047 -3.089
H 2.224 -7.352 -3.895
H 3.413 -6.052 -4.069
H 0.964 -6.037 -2.236
H 1.139 -5.118 -3.739
H 3.056 -3.889 -2.739
H 2.849 -4.809 -1.237
H -0.216 -6.082 -0.246
H 0.399 -8.185 0.863
H 2.255 -8.238 2.486
H 3.478 -6.161 3.022
H 2.825 -4.047 1.951
H -1.186 -3.329 2.004
H -3.576 -3.944 2.034
H -4.695 -4.615 -0.058
H -3.451 -4.610 -2.183
H -1.057 -3.999 -2.210
H -0.887 -2.766 -4.524
H -0.614 -3.281 -6.918
H 1.634 -3.241 -7.944
H 3.590 -2.625 -6.577
H 3.315 -2.053 -4.210
H 3.828 -2.106 -1.458
H 5.573 -0.384 -1.524
H 5.036 1.923 -2.512
H 2.785 2.350 -3.418
H 1.074 0.593 -3.297
Br -6.260 -2.160 -3.993
C -4.821 -1.655 -2.852
C -3.575 -1.381 -3.394
C -2.560 -1.088 -2.496
N -2.725 -1.022 -1.195
C -3.939 -1.222 -0.675
C -5.021 -1.584 -1.491
C -4.065 -1.030 0.768
C -5.304 -1.091 1.422
C -5.351 -0.832 2.774
Br -7.016 -0.845 3.693
C -4.182 -0.562 3.474
C -3.003 -0.557 2.743
N -2.937 -0.769 1.447
H -3.399 -1.415 -4.456
H -1.554 -0.904 -2.844
H -5.988 -1.825 -1.081
H -6.213 -1.314 0.889
H -4.195 -0.373 4.536
H -2.057 -0.373 3.233
C 5.069 -2.295 1.618
C 4.488 -0.945 1.332
C 4.204 1.112 -0.639
C 2.914 1.112 0.104
N 2.472 0.128 0.778
N 3.243 -0.992 0.976
C 2.118 2.364 0.078
H 6.126 -2.302 1.358
H 4.560 -3.117 1.097
H 4.999 -2.471 2.695
H 5.038 1.541 -0.097
H 2.644 -1.842 0.929
H 2.772 3.208 0.288
H 1.310 2.317 0.802
H 1.674 2.543 -0.898
C -2.905 4.547 1.302
C -3.614 4.894 -0.008
C -4.665 3.826 -0.323
C -4.288 6.267 0.105
O -2.697 4.986 -1.079
Si -1.451 4.024 -1.545
S -1.728 2.058 -0.911
O -0.010 4.572 -1.013
C 0.538 5.873 -1.062
C 2.065 5.725 -1.055
C 0.107 6.625 -2.318
C 0.080 6.643 0.180
O -1.317 4.165 -3.162
C -2.091 3.768 -4.267
C -2.841 2.462 -4.005
C -1.099 3.576 -5.422
C -3.088 4.881 -4.602
H -3.621 4.480 2.117
H -2.166 5.304 1.547
H -2.395 3.592 1.200
H -5.378 3.744 0.494
H -4.169 2.869 -0.466
H -5.198 4.086 -1.235
H -5.026 6.260 0.903
H -4.780 6.514 -0.833
H -3.546 7.034 0.317
H 2.368 5.029 -1.832
H 2.400 5.347 -0.093
H 2.535 6.689 -1.239
H 0.386 6.056 -3.199
H 0.580 7.604 -2.349
H -0.972 6.746 -2.319
H 0.294 6.056 1.071
H -0.991 6.810 0.118
H 0.590 7.601 0.244
H -2.154 1.709 -3.630
H -3.309 2.108 -4.921
H -3.603 2.617 -3.247
H -0.377 2.807 -5.158
H -0.559 4.504 -5.596
H -1.620 3.289 -6.331
H -3.695 5.091 -3.726
H -3.731 4.582 -5.426
H -2.553 5.787 -4.877
O 0.265 0.653 2.733
P 0.398 0.934 4.176
C -0.611 2.375 4.636
C -0.053 3.638 4.498
C -0.848 4.761 4.647
C -2.198 4.622 4.924
C -2.755 3.360 5.051
C -1.964 2.236 4.905
C -0.125 -0.492 5.176
C -0.031 -1.731 4.555
C -0.372 -2.880 5.245
C -0.810 -2.788 6.556
C -0.915 -1.551 7.173
C -0.568 -0.400 6.487
C 2.112 1.284 4.680
C 3.046 1.372 3.659
C 4.376 1.614 3.950
C 4.771 1.768 5.268
C 3.837 1.679 6.291
C 2.505 1.440 6.003
H 1.001 3.729 4.271
H -0.417 5.745 4.539
H -2.819 5.499 5.030
H -3.810 3.252 5.255
H -2.392 1.248 4.997
H 0.296 -1.770 3.524
H -0.296 -3.846 4.765
H -1.075 -3.682 7.101
H -1.268 -1.483 8.191
H -0.656 0.569 6.958
H 2.707 1.232 2.647
H 5.100 1.668 3.151
H 5.809 1.956 5.501
H 4.153 1.791 7.318
H 1.777 1.370 6.799
*
```



2.
The following is a DFT calculation (ωB97M-V/def2-TZVPD) of a cluster of 11 separate species, C35H91BN21O12S2 in total in a non-equilibrium geometry.

For the HOMO energy, the calculation gives -3.3 eV.

```
! RIJCOSX wB97M-V def2-TZVPD def2/J DEFGRID3
* xyz -1 1
C 7.810 -0.194 3.199
C 8.202 -0.201 1.593
C 7.771 -1.657 0.906
C 8.281 -1.637 -0.652
C 7.100 -1.794 -1.777
C 5.796 -0.797 -1.538
C 6.126 0.793 -1.714
C 4.938 1.826 -1.274
C 3.728 1.183 -0.381
C 2.576 2.348 -0.045
C 2.363 2.545 1.573
C 1.232 1.563 2.244
C -0.125 2.444 2.653
C -0.916 3.069 1.360
C -2.578 3.068 1.544
C -3.122 1.749 0.685
O -2.649 0.426 1.203
B -3.612 0.117 2.297
O -4.836 0.966 2.120
C -4.727 1.431 0.725
C -5.467 0.621 -0.482
C -4.523 -0.351 -1.390
C -4.992 -1.956 -1.341
S -4.416 -2.859 0.195
C -2.834 -3.822 -0.102
S -2.481 -4.443 -1.672
N -1.843 -4.041 1.058
C -0.481 -3.600 0.567
C 0.617 -3.305 1.755
C -1.887 -5.520 1.402
C -1.377 -5.882 2.918
H 8.777 0.024 3.838
H 7.018 0.628 3.493
H 7.423 -1.290 3.455
H 9.354 0.033 1.459
H 7.624 0.618 0.974
H 8.337 -2.488 1.539
H 6.624 -1.831 1.056
H 9.017 -2.568 -0.775
H 8.905 -0.670 -0.883
H 7.598 -1.499 -2.821
H 6.814 -2.932 -1.857
H 5.307 -1.107 -0.522
H 5.020 -1.090 -2.390
H 6.308 0.971 -2.881
H 7.113 1.040 -1.135
H 5.455 2.660 -0.593
H 4.449 2.307 -2.234
H 4.166 0.883 0.676
H 3.208 0.241 -0.842
H 1.588 2.204 -0.658
H 3.066 3.363 -0.439
H 2.022 3.655 1.781
H 3.404 2.401 2.093
H 1.676 1.198 3.289
H 0.978 0.601 1.624
H -0.852 1.810 3.356
H 0.258 3.368 3.290
H -0.720 2.507 0.345
H -0.609 4.206 1.257
H -3.065 4.071 1.184
H -2.777 2.982 2.695
H -2.917 1.971 -0.470
H -3.968 -0.992 2.456
H -2.964 0.433 3.254
H -5.194 2.530 0.774
H -6.369 -0.004 -0.012
H -5.992 1.408 -1.204
H -4.697 -0.032 -2.527
H -3.371 -0.268 -1.209
H -4.660 -2.502 -2.349
H -6.184 -2.006 -1.340
H -0.653 -2.566 -0.003
H -0.004 -4.383 -0.180
H 0.396 -2.356 2.403
H 1.656 -3.096 1.207
H 0.818 -4.214 2.473
H -1.233 -6.096 0.611
H -3.015 -5.883 1.334
H -1.009 -4.925 3.526
H -0.403 -6.559 2.796
H -2.135 -6.504 3.559
C 12.207 -3.232 -0.745
O 11.205 -2.860 -1.336
N 13.306 -2.466 -0.624
N 12.301 -4.441 -0.163
H 14.141 -2.755 -0.141
H 13.277 -1.548 -1.048
H 11.496 -5.049 -0.231
H 13.118 -4.765 0.328
C -5.998 4.048 -2.674
O -5.360 4.088 -1.634
N -7.343 4.043 -2.703
N -5.414 4.004 -3.885
H -7.886 4.010 -3.549
H -7.823 4.074 -1.812
H -4.402 4.006 -3.909
H -5.922 3.971 -4.753
C -5.620 -6.109 3.838
O -5.464 -7.052 3.078
N -5.183 -4.869 3.556
N -6.243 -6.226 5.024
H -5.302 -4.079 4.168
H -4.709 -4.737 2.672
H -6.587 -7.143 5.275
H -6.381 -5.461 5.663
C 6.075 -4.517 2.555
O 6.926 -4.854 1.748
N 6.275 -4.560 3.885
N 4.860 -4.071 2.187
H 5.586 -4.287 4.565
H 7.176 -4.890 4.204
H 4.668 -4.022 1.195
H 4.146 -3.789 2.837
C -8.351 3.739 -6.453
O -8.269 4.454 -5.467
N -8.793 4.189 -7.642
N -8.007 2.439 -6.441
H -8.868 3.616 -8.465
H -9.063 5.162 -7.695
H -7.669 2.060 -5.566
H -8.068 1.835 -7.243
C -10.792 4.402 -10.770
O -10.154 4.442 -9.730
N -12.137 4.397 -10.798
N -10.208 4.359 -11.981
H -12.680 4.364 -11.644
H -12.617 4.428 -9.908
H -9.197 4.361 -12.004
H -10.717 4.325 -12.848
C 14.780 -2.842 2.849
O 15.632 -3.180 2.041
N 14.981 -2.886 4.178
N 13.566 -2.396 2.481
H 14.292 -2.612 4.858
H 15.882 -3.215 4.498
H 13.374 -2.348 1.489
H 12.851 -2.114 3.131
C -15.083 3.835 -7.776
O -13.908 3.855 -8.108
N -15.973 2.976 -8.304
N -15.592 4.671 -6.853
H -16.945 2.945 -8.044
H -15.631 2.330 -9.003
H -14.955 5.334 -6.430
H -16.556 4.670 -6.567
C 2.030 -0.548 6.323
O 2.677 -1.362 5.683
N 2.453 -0.042 7.495
N 0.835 -0.084 5.912
H 1.934 0.629 8.036
H 3.347 -0.365 7.840
H 0.480 -0.439 5.034
H 0.288 0.587 6.425
C 0.272 4.975 6.033
O -0.398 3.964 6.171
N 1.589 5.018 6.303
N -0.247 6.138 5.598
H 2.157 5.841 6.195
H 2.019 4.164 6.633
H -1.236 6.149 5.383
H 0.288 6.981 5.478
*
```



3.
The following is a DFT calculation (ωB97M-V/def2-TZVPD) of a cluster of 9 separate species, C33H46F8O15P in total in a non-equilibrium geometry.

For the HOMO energy (spin up / spin down), the calculation gives -9.0 / -9.0 eV. The expectation value of S² is 0.757.

```
! RIJCOSX wB97M-V def2-TZVPD def2/J DEFGRID3
* xyz 0 2
P -0.165 -0.211 0.550
F 0.140 -1.826 0.451
F 0.498 0.014 -0.884
F -1.556 -0.561 -0.234
F -0.528 1.378 0.565
F -0.837 -0.330 2.039
F 1.330 0.060 1.221
C -2.553 0.529 -2.842
O -2.078 1.905 -3.168
C -0.759 2.107 -3.369
O 0.145 1.215 -3.239
O -0.500 3.345 -3.919
C -1.444 4.401 -4.043
H -3.436 0.482 -2.204
H -1.718 0.093 -2.294
H -2.634 -0.051 -3.761
H -1.488 4.994 -3.129
H -2.440 4.114 -4.379
H -1.034 5.007 -4.851
C 0.971 3.992 -0.538
O 2.268 3.495 -0.210
C 2.850 2.416 -0.853
O 2.349 1.736 -1.757
O 4.069 2.073 -0.459
C 4.793 2.667 0.606
H 0.862 4.826 0.155
H 0.182 3.263 -0.355
H 0.952 4.292 -1.586
H 4.363 2.442 1.582
H 4.781 3.757 0.593
H 5.848 2.410 0.702
C -5.492 -6.863 -0.602
O -4.217 -6.330 -0.086
C -3.673 -5.293 -0.693
O -4.048 -4.775 -1.755
O -2.760 -4.846 0.108
C -2.111 -3.611 -0.128
H -5.337 -7.464 -1.498
H -6.254 -6.127 -0.857
H -5.865 -7.493 0.205
H -1.743 -3.585 -1.154
H -1.352 -3.487 0.644
H -2.750 -2.729 -0.108
C -1.841 -3.244 -4.424
O -0.867 -2.195 -4.398
C 0.179 -2.144 -3.650
O 0.959 -1.221 -3.617
O 0.384 -3.281 -2.986
C 1.049 -3.332 -1.770
H -2.538 -3.135 -5.255
H -2.183 -3.352 -3.395
H -1.364 -4.193 -4.673
H 0.391 -3.822 -1.053
H 1.310 -2.312 -1.487
H 1.976 -3.905 -1.806
C 5.532 -3.464 -2.330
O 4.704 -2.336 -2.715
C 3.951 -1.666 -1.804
O 3.068 -0.869 -2.230
O 4.347 -1.940 -0.573
C 3.771 -1.268 0.518
H 6.339 -3.203 -1.645
H 6.158 -3.800 -3.157
H 4.911 -4.231 -1.868
H 3.718 -0.247 0.141
H 4.467 -1.360 1.351
H 2.765 -1.651 0.689
F 1.496 6.954 3.019
C 0.896 5.747 2.982
C 1.451 4.577 2.568
C 0.720 3.408 2.510
C -0.565 3.407 2.920
C -1.183 4.578 3.313
C -0.395 5.695 3.393
H 2.496 4.673 2.314
H 1.251 2.515 2.214
H -1.002 2.423 2.836
H -2.198 4.617 3.680
H -0.848 6.561 3.852
F 4.200 -3.388 3.685
C 3.693 -2.255 4.203
C 2.479 -1.722 3.809
C 1.984 -0.583 4.366
C 2.728 0.068 5.351
C 3.995 -0.482 5.737
C 4.408 -1.673 5.208
H 1.867 -2.311 3.142
H 1.023 -0.204 4.049
H 2.421 1.036 5.719
H 4.611 0.049 6.448
H 5.298 -2.137 5.607
C -4.485 0.250 0.500
C -3.864 1.344 1.160
C -4.298 2.634 0.985
C -5.448 2.947 0.247
C -6.072 1.848 -0.319
C -5.600 0.537 -0.251
H -4.197 -0.777 0.667
H -3.009 1.113 1.778
H -3.644 3.419 1.332
H -5.856 3.942 0.148
H -7.028 2.154 -0.717
H -6.143 -0.228 -0.786
*
```



- Which formula does entry 3 have?
  C33H46F8O15P